[1]
Below is a molecular structure, C22H42BaCl3N2O4SSi in a non-equilibrium geometry, with properties calculated with ωB97M-V/def2-TZVPD.

Last column: Löwdin charge in e.
CARTESIAN COORDINATES (ANGSTROEM)
C (-2.003, -2.510, -4.300)  -0.054
C (-1.513, -2.807, -2.924)  -0.217
H (-2.045, -3.446, -4.877)  0.063
H (-1.379, -1.794, -4.853)  0.078
H (-3.011, -2.095, -4.232)  0.080
C (-0.880, -3.952, -2.620)  -0.138
C (-0.532, -5.051, -3.578)  -0.128
H (-0.630, -4.174, -1.581)  0.086
H (0.189, -4.759, -4.366)  0.074
H (-1.411, -5.509, -4.063)  0.068
H (-0.046, -5.834, -2.981)  0.058
Ba (1.918, 1.796, 1.372)  1.409
Cl (-1.086, 2.232, 1.847)  -0.159
Cl (3.739, 3.311, -0.312)  -0.567
H (0.386, 7.341, 4.709)  0.074
H (-1.569, 6.667, 4.220)  0.082
C (0.999, 6.759, 4.017)  -0.040
C (-1.310, 6.269, 3.234)  -0.049
N (0.103, 5.936, 3.213)  -0.194
H (1.683, 6.122, 4.587)  0.089
C (0.542, 4.891, 2.511)  -0.393
O (1.687, 4.415, 2.549)  -0.155
H (-1.825, 5.318, 3.039)  0.084
H (-0.251, 4.409, 1.883)  0.028
H (1.574, 7.447, 3.381)  0.096
H (-1.549, 6.997, 2.444)  0.092
H (1.752, -1.396, -2.674)  0.080
H (1.838, -4.093, -1.424)  0.080
C (2.814, -1.501, -2.397)  -0.051
C (2.888, -3.764, -1.367)  -0.044
N (2.950, -2.319, -1.198)  -0.171
H (3.224, -0.500, -2.230)  0.082
C (3.103, -1.766, 0.026)  -0.322
O (2.879, -0.567, 0.291)  -0.243
H (3.360, -4.256, -0.509)  0.086
H (3.433, -2.484, 0.805)  0.139
H (3.327, -2.009, -3.224)  0.085
H (3.404, -4.050, -2.292)  0.085
O (-1.114, -0.578, -1.968)  -0.350
C (-1.791, -1.730, -1.830)  -0.461
C (-0.225, -2.219, 0.122)  -0.036
C (-1.510, -2.359, -0.426)  -0.161
H (0.483, -1.525, -0.328)  0.059
C (0.153, -3.002, 1.212)  -0.114
H (-2.888, -1.506, -1.827)  0.129
C (-2.432, -3.241, 0.148)  -0.054
H (1.182, -2.937, 1.571)  0.091
C (-0.780, -3.843, 1.823)  -0.143
C (-2.077, -3.983, 1.290)  -0.096
H (-3.419, -3.360, -0.322)  0.113
H (-0.494, -4.396, 2.722)  0.085
H (-2.800, -4.672, 1.775)  0.096
Si (-0.482, 2.000, -2.390)  0.349
Cl (0.996, 0.926, -1.105)  0.241
C (0.680, 3.530, -2.563)  -0.266
C (-1.900, 2.796, -1.462)  -0.219
C (-0.815, 1.166, -3.996)  -0.213
H (0.833, 3.944, -1.551)  0.001
H (0.278, 4.338, -3.194)  0.020
H (1.681, 3.252, -2.925)  0.008
H (0.104, 0.717, -4.395)  0.038
H (-1.212, 1.881, -4.715)  0.024
H (-1.569, 0.394, -3.826)  0.008
H (-2.066, 2.284, -0.504)  -0.052
H (-2.820, 2.828, -2.062)  0.027
H (-1.638, 3.843, -1.251)  0.023
C (0.156, -1.736, 4.599)  -0.250
S (0.049, -0.272, 3.623)  0.773
C (-0.715, 0.852, 4.785)  -0.288
O (1.488, 0.189, 3.463)  -0.757
H (-0.522, -1.654, 5.452)  0.047
H (1.195, -1.807, 4.916)  0.060
H (-0.136, -2.597, 3.981)  0.021
H (0.052, 1.349, 5.390)  0.068
H (-1.297, 1.593, 4.223)  -0.033
H (-1.378, 0.264, 5.421)  0.040

Results
Net charge: -1
HOMO-LUMO gap: 0.22520 Ha
HOMO energy: -0.14642 Ha
E_tot: -91645.6543 eV



[2]
Below is 6 unconnected molecules or ions with the total composition C22H42Br10NSi, with properties calculated with ωB97M-V/def2-TZVPD.

Last column: Löwdin charge in e.
CARTESIAN COORDINATES (ANGSTROEM)
C (0.004, 4.678, -0.870)  -0.143
Si (-1.308, 3.854, 0.161)  0.539
C (-2.897, 4.807, 0.274)  -0.166
C (-0.612, 3.295, 1.804)  -0.140
N (-1.760, 2.265, -0.713)  0.009
C (-2.862, 1.493, -0.014)  -0.168
C (-2.466, 0.042, 0.169)  -0.152
C (-1.918, -0.601, -1.133)  -0.124
C (-0.412, -0.658, -1.099)  -0.242
C (0.352, 0.214, -1.874)  -0.117
C (1.748, 0.215, -1.827)  -0.084
C (2.398, -0.691, -0.993)  -0.064
C (1.644, -1.577, -0.223)  -0.067
C (0.251, -1.569, -0.262)  -0.037
H (1.004, 4.361, -0.587)  0.041
H (-0.067, 5.750, -0.701)  0.044
H (-0.097, 4.474, -1.934)  0.034
H (-3.575, 4.357, 0.994)  0.041
H (-3.390, 4.750, -0.700)  0.047
H (-2.751, 5.853, 0.506)  -0.020
H (-1.318, 3.520, 2.599)  0.039
H (-0.434, 2.218, 1.818)  0.035
H (0.345, 3.761, 2.005)  0.042
H (-0.916, 1.681, -0.693)  0.096
H (-1.998, 2.444, -1.685)  0.056
H (-3.786, 1.630, -0.565)  0.135
H (-3.011, 1.944, 0.964)  0.105
H (-3.338, -0.496, 0.533)  0.124
H (-1.725, -0.008, 0.962)  0.114
H (-2.340, -1.592, -1.245)  0.117
H (-2.207, 0.023, -1.976)  0.078
H (-0.158, 0.903, -2.536)  0.046
H (2.307, 0.905, -2.439)  0.098
H (3.475, -0.708, -0.951)  0.107
H (2.150, -2.296, 0.403)  0.055
H (-0.346, -2.251, 0.328)  0.057
Br (1.883, -5.186, 1.243)  0.607
C (0.620, -6.278, 0.247)  -0.687
C (-0.391, -5.441, -0.487)  -0.668
Br (-1.719, -4.689, 0.725)  0.628
H (0.164, -6.955, 0.962)  0.057
H (1.232, -6.840, -0.455)  -0.033
H (-0.950, -6.051, -1.193)  0.063
H (0.061, -4.602, -1.009)  0.045
Br (0.809, 0.222, -5.434)  0.673
C (-0.717, 0.788, -6.500)  -0.680
C (-1.263, 2.119, -6.061)  -0.649
Br (-2.322, 1.962, -4.422)  0.657
H (-1.457, -0.003, -6.436)  0.054
H (-0.348, 0.857, -7.520)  0.065
H (-1.958, 2.511, -6.799)  0.064
H (-0.487, 2.850, -5.864)  0.055
Br (6.693, -8.526, -1.290)  0.619
C (5.346, -7.873, -0.050)  -0.706
C (4.106, -8.724, -0.070)  -0.674
Br (3.040, -8.405, -1.669)  0.649
H (5.143, -6.842, -0.321)  0.046
H (5.809, -7.906, 0.934)  0.061
H (3.460, -8.470, 0.769)  0.054
H (4.325, -9.786, -0.052)  0.052
Br (2.165, -3.969, 5.299)  0.610
C (3.438, -2.518, 5.072)  -0.695
C (3.608, -2.155, 3.622)  -0.695
Br (4.678, -3.473, 2.669)  0.587
H (4.367, -2.839, 5.531)  0.052
H (3.030, -1.677, 5.628)  0.058
H (4.146, -1.215, 3.521)  0.058
H (2.658, -2.089, 3.101)  0.037
Br (-1.654, 7.449, 2.680)  0.628
C (-3.014, 8.384, 3.714)  -0.675
C (-4.347, 7.693, 3.620)  -0.694
Br (-5.181, 7.961, 1.884)  0.616
H (-3.039, 9.401, 3.337)  0.055
H (-2.656, 8.385, 4.741)  0.063
H (-5.040, 8.105, 4.351)  0.063
H (-4.266, 6.621, 3.762)  0.047

Results
Net charge: +1
HOMO-LUMO gap: 0.33983 Ha
HOMO energy: -0.41854 Ha
E_tot: -733285.0356 eV



[3]
Below is a molecular structure, C22H42Br12O9 in a non-equilibrium geometry, with properties calculated with ωB97M-V/def2-TZVPD.

Last column: Löwdin charge in e.
CARTESIAN COORDINATES (ANGSTROEM)
C (2.287, -1.589, -5.661)  -0.064
C (0.913, -1.215, -4.962)  -0.285
C (-0.118, -2.361, -5.031)  -0.067
O (-0.709, -2.225, -3.805)  -0.011
C (0.127, -1.692, -2.962)  -0.502
O (-0.083, -1.476, -1.753)  0.143
O (1.188, -1.311, -3.628)  -0.211
H (3.027, -0.922, -5.220)  -0.009
H (2.226, -1.493, -6.745)  0.084
H (2.524, -2.633, -5.456)  0.083
H (0.553, -0.199, -5.128)  0.159
H (0.281, -3.370, -5.127)  0.153
H (-0.967, -2.173, -5.689)  0.147
Br (2.044, 0.396, -0.053)  0.971
C (0.092, 0.184, -0.533)  -0.473
C (-0.772, 0.504, 0.738)  -0.487
Br (-2.659, -0.092, 0.562)  0.996
H (-0.054, -0.796, -0.985)  -0.215
H (-0.206, 0.916, -1.284)  -0.196
H (-0.738, 1.586, 0.862)  0.006
H (-0.322, 0.049, 1.620)  0.019
Br (-5.024, 0.260, 2.286)  0.765
C (-5.261, -0.989, 0.752)  -0.656
C (-4.294, -2.143, 0.861)  -0.766
Br (-4.731, -3.549, -0.488)  0.594
H (-5.201, -0.493, -0.216)  0.043
H (-6.266, -1.385, 0.899)  0.056
H (-4.325, -2.467, 1.901)  0.018
H (-3.263, -1.830, 0.699)  -0.111
Br (4.679, 0.294, 0.898)  0.769
C (3.458, 1.299, 2.072)  -0.667
C (3.723, 2.825, 1.924)  -0.677
Br (2.201, 3.888, 2.532)  0.873
H (3.379, 0.929, 3.094)  0.012
H (2.507, 1.064, 1.594)  -0.135
H (3.882, 3.092, 0.879)  -0.228
H (4.548, 3.170, 2.546)  0.065
Br (-1.325, 1.087, -2.642)  0.893
C (-3.050, 0.067, -2.583)  -0.518
C (-2.903, -1.218, -3.358)  -0.630
Br (-4.679, -2.130, -3.621)  0.570
H (-3.882, 0.540, -3.106)  0.063
H (-3.348, -0.159, -1.559)  -0.054
H (-2.233, -1.939, -2.889)  0.047
H (-2.450, -1.073, -4.339)  0.049
Br (3.375, -1.139, -2.961)  0.956
C (3.192, 0.510, -1.856)  -0.916
C (4.224, 1.459, -2.397)  -0.714
Br (6.055, 0.843, -1.939)  0.566
H (3.390, 0.257, -0.815)  -0.277
H (2.190, 0.919, -1.988)  0.005
H (4.109, 2.430, -1.915)  -0.114
H (4.102, 1.667, -3.460)  0.065
Br (3.032, 3.247, -0.491)  1.006
C (1.086, 3.420, -0.085)  -0.563
C (0.308, 2.887, -1.337)  -0.661
Br (-1.625, 3.236, -1.059)  0.679
H (0.964, 4.483, 0.123)  0.040
H (0.804, 2.866, 0.810)  -0.025
H (0.488, 1.844, -1.594)  -0.071
H (0.612, 3.419, -2.239)  0.065
C (-2.220, 0.824, 3.035)  -0.221
O (-1.237, 0.936, 4.076)  0.045
C (0.019, 1.177, 3.709)  -0.502
O (0.432, 1.173, 2.551)  -0.026
O (0.773, 1.441, 4.801)  0.032
C (2.160, 1.596, 4.730)  -0.101
H (-2.037, 1.598, 2.290)  0.074
H (-3.184, 0.904, 3.537)  0.012
H (-2.069, -0.138, 2.545)  -0.043
H (2.702, 0.871, 4.123)  0.046
H (2.664, 1.604, 5.696)  0.114
H (2.377, 2.524, 4.201)  -0.039
C (1.183, -1.978, 2.393)  -0.055
O (-0.181, -1.705, 2.407)  -0.036
C (-0.907, -2.132, 3.483)  -0.493
O (-0.486, -2.794, 4.476)  0.098
O (-2.141, -1.709, 3.304)  -0.089
C (-3.186, -2.317, 4.029)  -0.030
H (1.549, -1.962, 1.367)  0.081
H (1.565, -2.928, 2.765)  0.104
H (1.618, -1.273, 3.101)  0.101
H (-4.093, -2.216, 3.433)  0.041
H (-3.328, -1.717, 4.928)  0.114
H (-3.057, -3.357, 4.329)  0.115

Results
Net charge: 0
HOMO-LUMO gap: 0.27074 Ha
HOMO energy: -0.26511 Ha
E_tot: -882405.9508 eV



Q: Which of these has the lowest net charge?
A: C22H42BaCl3N2O4SSi